This record from OMol25 describes 4 unconnected molecules or ions with the total composition C31H62FNO11P in a non-equilibrium geometry. The level of theory is the ωB97M-V functional and the def2-TZVPD basis.

CARTESIAN COORDINATES (ANGSTROEM)
C: 3.466 -3.519 5.569
C: 1.999 -4.120 5.870
P: 1.712 -5.889 5.275
C: 2.931 -7.126 6.021
C: 2.029 -8.398 6.534
O: 1.602 -6.010 3.553
C: 0.200 -6.245 3.303
O: -0.177 -6.688 2.188
C: -0.917 -5.896 4.420
C: -1.520 -4.437 4.549
C: -2.555 -4.148 5.662
N: -3.001 -5.176 6.601
C: -3.968 -4.864 7.695
C: -3.421 -3.827 8.796
C: -1.854 -3.971 9.131
F: -4.144 -4.105 10.024
C: -2.522 -6.562 6.520
C: -1.486 -6.953 5.441
H: 4.151 -3.794 6.441
H: 3.844 -3.899 4.560
H: 3.354 -2.366 5.575
H: 1.798 -4.104 7.002
H: 1.214 -3.462 5.327
H: 3.540 -6.738 6.905
H: 3.629 -7.567 5.216
H: 0.992 -7.940 6.777
H: 1.835 -9.109 5.645
H: 2.480 -8.919 7.443
H: -1.215 -3.595 3.847
H: -3.025 -3.114 5.804
H: -4.958 -4.471 7.263
H: -4.206 -5.843 8.258
H: -3.636 -2.731 8.525
H: -1.211 -4.243 8.227
H: -1.446 -2.964 9.533
H: -1.733 -4.727 9.978
H: -2.876 -7.361 7.250
H: -1.061 -8.019 5.365
C: -2.367 -5.229 0.288
O: -2.357 -3.820 0.145
C: -1.038 -3.305 -0.009
C: -1.079 -1.913 -0.629
O: -1.249 -1.938 -2.047
C: -2.563 -2.261 -2.508
C: -3.558 -1.122 -2.319
O: -4.036 -1.100 -0.976
C: -4.620 0.146 -0.638
H: -1.791 -5.531 1.167
H: -3.402 -5.552 0.411
H: -1.962 -5.704 -0.612
H: -0.441 -3.971 -0.643
H: -0.584 -3.249 0.989
H: -0.105 -1.441 -0.464
H: -1.826 -1.275 -0.153
H: -2.921 -3.193 -2.066
H: -2.455 -2.439 -3.582
H: -4.421 -1.274 -2.975
H: -3.075 -0.168 -2.565
H: -3.875 0.945 -0.707
H: -4.971 0.090 0.393
H: -5.469 0.363 -1.293
C: 0.489 5.100 -2.814
O: -0.365 4.433 -3.724
C: -0.660 3.103 -3.309
C: -1.915 2.595 -4.009
O: -3.121 3.066 -3.403
C: -3.447 4.434 -3.655
C: -3.958 4.675 -5.072
O: -2.865 4.769 -5.981
C: -3.270 4.579 -7.324
H: 1.440 4.567 -2.716
H: 0.681 6.103 -3.198
H: 0.004 5.192 -1.836
H: -0.805 3.067 -2.222
H: 0.194 2.473 -3.583
H: -1.944 1.506 -3.900
H: -1.901 2.807 -5.079
H: -2.613 5.093 -3.404
H: -4.260 4.669 -2.961
H: -4.504 5.624 -5.109
H: -4.626 3.856 -5.365
H: -3.687 3.575 -7.456
H: -2.391 4.674 -7.963
H: -4.005 5.335 -7.616
C: 7.254 8.833 -6.638
O: 6.651 7.852 -5.815
C: 6.569 8.267 -4.455
C: 5.520 7.448 -3.712
O: 4.186 7.905 -3.945
C: 3.635 7.583 -5.224
C: 3.251 6.114 -5.355
O: 4.401 5.326 -5.654
C: 4.192 3.953 -5.382
H: 8.272 9.049 -6.299
H: 7.293 8.446 -7.657
H: 6.654 9.749 -6.640
H: 6.312 9.332 -4.396
H: 7.553 8.105 -3.999
H: 5.687 7.582 -2.639
H: 5.614 6.380 -3.918
H: 4.294 7.906 -6.032
H: 2.720 8.178 -5.301
H: 2.541 5.991 -6.180
H: 2.789 5.770 -4.422
H: 3.992 3.804 -4.315
H: 5.103 3.412 -5.642
H: 3.362 3.564 -5.981

Forces on the atoms, in the same order (eV/Å):
-0.828 0.571 0.566
1.079 0.684 -0.948
-1.130 0.119 1.785
0.580 -1.756 -0.498
-0.853 1.049 -0.743
-2.549 0.026 1.022
-0.826 -1.368 -4.085
1.768 1.921 5.207
-1.653 1.481 3.493
-1.384 -2.555 2.419
1.699 -2.769 -1.065
1.972 -0.996 -2.167
-1.106 0.121 1.207
0.987 0.234 0.539
-0.194 0.613 0.469
0.897 0.363 -2.099
2.746 1.212 -3.706
-1.412 2.827 0.205
-0.715 0.253 -1.482
-0.342 0.711 1.526
0.473 -1.899 -0.204
0.080 -0.233 -1.707
1.101 -1.216 0.984
-0.854 -0.095 -1.437
-0.766 1.055 1.283
1.645 -1.016 0.078
0.541 0.951 1.588
-0.617 0.674 -1.434
-0.515 -1.357 1.111
0.805 -1.781 -0.242
1.579 -0.627 0.489
0.460 1.592 -1.001
0.044 -1.784 0.333
-0.996 0.226 1.219
-0.820 -1.659 -0.666
-0.136 0.854 -1.342
0.345 1.601 -1.008
-0.973 1.885 0.362
-0.144 0.297 0.011
0.079 -0.058 -0.117
-0.603 0.182 -0.016
0.256 -0.133 -0.271
-0.187 -0.099 0.352
0.030 0.320 -0.203
-0.100 -0.413 0.408
0.191 0.142 0.067
0.097 -0.251 -0.022
-0.016 -0.106 -0.157
0.055 0.132 -0.010
0.111 -0.110 0.091
0.035 0.068 0.038
0.287 0.014 0.042
-0.009 -0.100 -0.087
-0.147 -0.214 0.050
-0.109 0.159 0.149
0.070 0.105 0.085
0.053 0.075 -0.226
-0.012 -0.036 -0.051
-0.100 0.120 -0.115
0.010 -0.106 -0.092
0.019 0.149 -0.004
-0.191 -0.044 -0.269
-0.104 0.041 0.242
-0.029 0.294 -0.526
-0.036 -0.069 0.351
0.213 0.135 -0.149
-0.315 -0.174 -0.086
0.611 0.214 0.002
-0.089 -0.254 -0.021
0.162 0.089 0.255
0.053 0.017 0.141
-0.031 -0.127 -0.041
0.111 -0.056 0.104
-0.032 -0.051 -0.026
-0.005 -0.205 0.126
0.000 0.076 0.094
0.143 0.208 0.066
0.044 -0.022 -0.256
0.010 -0.118 -0.077
-0.227 -0.019 0.085
-0.027 0.016 0.069
-0.135 0.025 -0.080
-0.038 0.048 0.128
-0.078 -0.066 -0.093
-0.115 -0.271 0.078
-0.149 0.212 -0.022
-0.039 -0.503 -0.285
-0.058 0.364 0.082
0.178 -0.188 -0.212
-0.235 -0.104 0.260
0.532 0.101 -0.350
-0.016 -0.103 0.270
0.117 0.327 -0.153
0.022 0.131 -0.029
-0.002 -0.056 0.139
0.109 0.110 0.033
-0.016 -0.042 0.062
0.018 0.128 0.195
-0.052 0.102 -0.080
0.096 0.070 -0.235
0.071 -0.247 0.010
0.040 -0.072 0.111
-0.237 0.052 0.074
-0.018 0.060 -0.033
-0.131 -0.097 0.020
-0.054 0.118 -0.037
-0.067 -0.103 0.084

The calculation puts the HOMO energy at -10.04 eV. Its lowest unoccupied orbital energy is -4.932 eV. As for the net charge: +1. The multiplicity is 1. The total energy comes out at -69153.5066 eV. As for the frontier orbital gap: 5.11 eV. For the molecular weight, the calculation gives 674.81 g mol⁻¹.



This record from OMol25 describes 4 unconnected molecules or ions with the total composition C31H62N2O11 in a non-equilibrium geometry. The level of theory is the ωB97M-V functional and the def2-TZVPD basis.

CARTESIAN COORDINATES (ANGSTROEM)
C: -0.294 -3.906 -0.999
C: -1.604 -3.656 -1.754
C: -2.758 -3.463 -0.757
C: -3.875 -2.600 -1.282
C: -4.729 -2.998 -2.234
C: -4.739 -4.334 -2.902
N: -5.208 -5.421 -2.014
C: -6.236 -5.003 -1.064
C: -5.800 -2.042 -2.643
O: -6.322 -2.052 -3.743
C: -6.246 -1.087 -1.578
N: -7.586 -0.681 -1.647
C: -8.426 -1.207 -0.525
C: -9.728 -1.828 -1.018
C: -5.380 -0.687 -0.634
C: -4.013 -1.230 -0.691
O: -3.020 -0.621 -0.270
H: 0.445 -4.283 -1.696
H: 0.064 -3.012 -0.510
H: -0.480 -4.690 -0.273
H: -1.530 -2.763 -2.364
H: -1.772 -4.527 -2.372
H: -2.368 -2.993 0.140
H: -3.196 -4.415 -0.476
H: -5.399 -4.249 -3.764
H: -3.761 -4.572 -3.299
H: -5.653 -6.102 -2.610
H: -7.087 -4.494 -1.527
H: -6.623 -5.896 -0.584
H: -5.819 -4.395 -0.272
H: -7.968 -1.025 -2.518
H: -7.873 -1.955 0.035
H: -8.607 -0.383 0.154
H: -9.990 -2.642 -0.352
H: -10.538 -1.113 -1.001
H: -9.603 -2.266 -2.001
H: -5.679 0.007 0.133
C: 0.549 -0.311 6.195
O: -0.751 -0.863 6.221
C: -1.784 0.006 6.641
C: -2.909 0.180 5.634
O: -2.580 0.748 4.381
C: -1.746 0.052 3.473
C: -2.297 -1.216 2.845
O: -2.615 -2.247 3.764
C: -3.958 -2.680 3.750
H: 1.095 -0.576 7.105
H: 1.083 -0.734 5.341
H: 0.532 0.776 6.085
H: -1.385 0.988 6.915
H: -2.233 -0.428 7.543
H: -3.601 0.898 6.084
H: -3.475 -0.745 5.512
H: -0.756 -0.117 3.901
H: -1.598 0.750 2.643
H: -1.513 -1.604 2.182
H: -3.157 -0.973 2.216
H: -4.638 -1.896 3.405
H: -4.240 -2.955 4.768
H: -4.071 -3.564 3.113
C: 3.186 2.065 -2.891
O: 3.349 1.475 -1.616
C: 3.301 2.373 -0.520
C: 2.229 2.032 0.503
O: 0.882 2.049 0.073
C: 0.408 1.098 -0.864
C: 0.334 -0.351 -0.416
O: 1.580 -0.922 -0.052
C: 1.672 -1.387 1.280
H: 4.157 2.221 -3.371
H: 2.607 1.379 -3.513
H: 2.651 3.016 -2.838
H: 3.174 3.406 -0.857
H: 4.266 2.311 -0.003
H: 2.282 2.819 1.261
H: 2.465 1.101 1.023
H: 0.931 1.191 -1.818
H: -0.626 1.397 -1.059
H: -0.054 -0.925 -1.265
H: -0.394 -0.448 0.396
H: 0.992 -0.852 1.949
H: 2.693 -1.224 1.628
H: 1.460 -2.460 1.332
C: 10.753 6.129 -1.501
O: 9.658 5.407 -0.977
C: 8.445 6.124 -0.858
C: 7.271 5.503 -1.598
O: 7.372 5.388 -3.005
C: 8.317 4.511 -3.592
C: 8.101 3.019 -3.398
O: 8.135 2.589 -2.052
C: 6.955 1.969 -1.580
H: 11.390 6.499 -0.692
H: 11.345 5.450 -2.118
H: 10.432 6.968 -2.123
H: 8.570 7.163 -1.179
H: 8.173 6.140 0.205
H: 6.430 6.185 -1.442
H: 6.976 4.555 -1.145
H: 9.337 4.800 -3.333
H: 8.218 4.687 -4.667
H: 8.918 2.512 -3.926
H: 7.166 2.717 -3.881
H: 6.068 2.301 -2.124
H: 6.829 2.232 -0.528
H: 7.042 0.881 -1.653

Forces on the atoms, in the same order (eV/Å):
-0.580 -0.263 -0.513
0.300 -0.010 0.828
-0.222 0.420 -0.263
0.178 -0.423 -0.173
0.022 0.536 0.172
-0.370 -0.197 -0.282
0.036 0.388 0.183
-0.015 -0.469 -0.078
0.209 -0.046 -0.372
-0.015 -0.110 0.594
-0.492 0.637 0.088
0.165 -0.919 0.219
0.189 0.484 -0.297
0.287 0.099 0.444
-0.055 -0.458 -0.308
0.967 0.893 0.564
-1.391 -0.909 -0.421
0.386 0.086 -0.029
0.164 0.120 0.165
0.141 -0.106 0.323
0.098 0.079 -0.335
-0.267 -0.022 -0.385
0.095 0.070 0.148
0.039 -0.326 0.045
-0.088 0.116 -0.168
0.303 -0.160 0.075
0.208 -0.287 -0.118
-0.095 0.260 -0.013
-0.102 -0.181 0.077
0.095 0.301 0.088
0.018 0.104 -0.181
0.327 -0.140 0.024
-0.213 0.076 0.229
-0.201 -0.127 0.152
-0.214 0.116 -0.296
-0.073 0.015 -0.279
0.210 0.326 0.079
-0.024 -0.168 0.030
-0.054 0.134 -0.232
0.014 -0.066 0.118
-0.185 -0.135 -0.023
-0.083 0.156 -0.038
0.280 0.046 0.003
0.051 -0.159 -0.061
-0.103 0.229 0.178
0.131 -0.097 0.025
0.028 0.093 0.022
-0.008 -0.019 0.022
-0.009 0.020 -0.004
0.087 0.008 -0.080
-0.070 0.121 0.039
0.008 0.018 0.004
0.215 -0.151 -0.035
-0.075 -0.210 0.125
-0.033 0.012 -0.004
-0.031 0.113 -0.113
-0.065 0.011 0.075
0.002 0.015 -0.010
0.023 -0.029 -0.013
-0.077 0.036 -0.052
0.064 -0.212 0.010
-0.186 0.206 -0.018
0.077 -0.150 0.005
0.040 -0.131 0.238
-0.095 0.156 0.063
0.002 0.068 -0.255
-0.006 -0.116 -0.007
0.020 0.211 0.113
0.093 -0.021 -0.103
-0.021 0.103 -0.024
0.026 -0.009 0.004
-0.004 0.019 0.008
-0.069 -0.029 -0.113
-0.034 0.127 0.098
-0.016 0.019 -0.003
0.059 -0.127 -0.225
0.205 -0.143 0.082
-0.015 0.000 0.046
-0.142 0.102 0.013
0.046 0.013 0.043
-0.015 0.006 -0.005
0.001 -0.026 -0.027
-0.072 0.006 0.073
0.028 -0.129 0.116
-0.106 -0.024 -0.273
0.042 0.015 0.129
-0.156 -0.177 0.096
-0.104 0.103 -0.100
0.200 0.104 -0.053
0.072 -0.139 -0.015
-0.139 0.270 0.027
0.168 -0.075 0.090
0.001 0.096 -0.032
-0.002 -0.007 0.031
-0.014 0.014 -0.009
0.074 -0.016 -0.086
-0.102 0.106 -0.013
0.002 0.016 -0.011
0.245 -0.087 0.003
-0.008 -0.125 0.237
-0.020 0.007 -0.003
-0.046 0.039 -0.126
-0.065 0.025 0.081
-0.006 -0.006 -0.016
0.042 -0.020 -0.004
-0.126 -0.014 -0.049

The calculation puts the HOMO energy at -8.97 eV. Its lowest unoccupied orbital energy is -1.106 eV. The SMILES is CCCC1=C(CNC)C(=O)C(NCC)=CC1=O.COCCOCCOC.COCCOCCOC.COCCOCCOC. As for the net charge: 0. The multiplicity is 1. The total energy comes out at -58647.7102 eV. As for the frontier orbital gap: 7.87 eV. For the molecular weight, the calculation gives 638.84 g mol⁻¹.